The molecule C2H4N4 in a non-equilibrium geometry. Source: OMol25; level of theory: the ωB97M-V functional and the def2-TZVPD basis.

```
10
Properties=species:S:1:pos:R:3:nbo_charge:R:1
C 2.839 -0.008 -0.069 0.03
C -1.839 -0.065 0.013 -0.44
N -0.223 1.567 -0.223 -0.24
N 1.748 -0.414 0.127 0.02
N 0.529 -0.590 0.004 -0.31
N -0.479 0.418 -0.068 0.05
H 3.771 -0.360 -0.053 0.21
H -2.200 0.457 0.899 0.23
H -2.238 0.118 -0.926 0.23
H -1.907 -1.123 0.296 0.22
```

## Properties
- Lowest unoccupied orbital energy (spin up / spin down): 0.020 / 0.021 eV
- Multiplicity: 1
- Relative energy (zero: lowest compared OMol25 entry of this formula, charge and spin): 681.9 kJ/mol
- HOMO energy (spin up / spin down): -8.20 / -8.20 eV